DFT (ωB97M-V/def2-TZVPD) results for a 2-piece molecular cluster, C28H33O2Si overall in a non-equilibrium geometry.

Summary:
total charge = +1
HOMO-LUMO gap = 5.2 eV
E = -1526.4963 Eh
max |F| = 3.03 eV/A
ΔE to the lowest compared entry with this formula, charge and spin = 90.0 kJ/mol

Last columns: bonded neighbours and bond lengths (Å).
Geometry (Å):
1 C -4.37268 1.09087 -0.85251  Si2 1.859, H11 1.099, H12 1.098, H13 1.098
2 Si -3.46249 0.42076 0.62328  C1 1.859, C3 1.862, C4 1.865, O5 1.706
3 C -1.63402 0.76540 0.55293  Si2 1.862, H14 1.100, H15 1.098, H16 1.099
4 C -4.20900 1.05422 2.21053  Si2 1.865, H17 1.101, H18 1.098, H19 1.097
5 O -3.67951 -1.26294 0.45129  Si2 1.706, C6 1.333
6 C -2.88061 -2.28395 0.76030  O5 1.333, C7 1.382, C10 1.513
7 C -2.51069 -3.30070 -0.09926  C6 1.382, C8 1.476, H20 1.082
8 C -1.62934 -4.24756 0.61249  C7 1.476, C9 1.552, H21 1.103, H22 1.093
9 C -1.26796 -3.53860 1.94476  C8 1.552, C10 1.529, H23 1.093, H24 1.096
10 C -2.29932 -2.42879 2.14949  C6 1.513, C9 1.529, H25 1.102, H26 1.106
11 H -4.13288 2.15161 -1.00886  C1 1.099
12 H -4.11017 0.53496 -1.76230  C1 1.098
13 H -5.45711 1.00402 -0.70253  C1 1.098
14 H -1.48441 1.84118 0.37982  C3 1.100
15 H -1.12053 0.49858 1.48631  C3 1.098
16 H -1.15843 0.21863 -0.27281  C3 1.099
17 H -4.04838 2.14193 2.26728  C4 1.101
18 H -5.29177 0.87341 2.24449  C4 1.098
19 H -3.75891 0.60325 3.10389  C4 1.097
20 H -2.94818 -3.42050 -1.08177  C7 1.082
21 H -2.13803 -5.20223 0.82750  C8 1.103
22 H -0.72378 -4.50200 0.05554  C8 1.093
23 H -1.24516 -4.23807 2.78482  C9 1.093
24 H -0.26814 -3.09981 1.84833  C9 1.096
25 H -1.86108 -1.50752 2.56632  C10 1.102
26 H -3.08293 -2.76720 2.85215  C10 1.106
27 C -4.70477 -1.24600 -6.08631  C28 1.495, H48 1.094, H49 1.096, H50 1.099
28 C -3.89041 -2.12205 -5.18925  C27 1.495, C29 1.403, C47 1.402
29 C -3.05426 -1.53891 -4.22551  C28 1.403, C30 1.382, H51 1.093
30 C -2.29991 -2.33122 -3.38137  C29 1.382, C31 1.428, H52 1.092
31 C -2.35118 -3.75636 -3.45827  C30 1.428, C32 1.428, C46 1.430
32 C -1.65321 -4.50339 -2.46063  C31 1.428, C33 1.440, H53 1.094
33 C -1.62495 -5.94083 -2.37808  C32 1.440, C34 1.423, C45 1.424
34 C -2.73583 -6.77863 -2.67522  C33 1.423, C35 1.390, H54 1.090
35 C -2.64065 -8.16289 -2.59448  C34 1.390, C36 1.400, H55 1.092
36 C -1.45736 -8.74231 -2.12216  C35 1.400, O37 1.397, C44 1.401
37 O -1.35720 -10.12298 -1.93222  C36 1.397, C38 1.400
38 C -0.96910 -10.93859 -3.00180  O37 1.400, C39 1.400, C43 1.396
39 C 0.24951 -11.61787 -2.89010  C38 1.400, C40 1.394, H56 1.090
40 C 0.72777 -12.31962 -3.99567  C39 1.394, C41 1.399, H57 1.091
41 C -0.03825 -12.40265 -5.16311  C40 1.399, C42 1.399, H58 1.092
42 C -1.29018 -11.78239 -5.22440  C41 1.399, C43 1.398, H59 1.091
43 C -1.76891 -11.03983 -4.14135  C38 1.396, C42 1.398, H60 1.091
44 C -0.36717 -7.94768 -1.74290  C36 1.401, C45 1.380, H61 1.091
45 C -0.45137 -6.57772 -1.88451  C33 1.424, C44 1.380, H62 1.091
46 C -3.12206 -4.32527 -4.51924  C31 1.430, C47 1.387, H63 1.089
47 C -3.91636 -3.51762 -5.32020  C28 1.402, C46 1.387, H64 1.094
48 H -5.51090 -1.81564 -6.55711  C27 1.094
49 H -5.14242 -0.41478 -5.52174  C27 1.096
50 H -4.08852 -0.80876 -6.88391  C27 1.099
51 H -3.00481 -0.44963 -4.14634  C29 1.093
52 H -1.66929 -1.87330 -2.61579  C30 1.092
53 H -0.82256 -3.97828 -1.97987  C32 1.094
54 H -3.69030 -6.32856 -2.94936  C34 1.090
55 H -3.47321 -8.80676 -2.88475  C35 1.092
56 H 0.81242 -11.54462 -1.95954  C39 1.090
57 H 1.70137 -12.80866 -3.93356  C40 1.091
58 H 0.33742 -12.96049 -6.02298  C41 1.092
59 H -1.90926 -11.86784 -6.11821  C42 1.091
60 H -2.73580 -10.53537 -4.16430  C43 1.091
61 H 0.53281 -8.42676 -1.35580  C44 1.091
62 H 0.40410 -5.95920 -1.60796  C45 1.091
63 H -3.09470 -5.40081 -4.68988  C46 1.089
64 H -4.57017 -3.96389 -6.07510  C47 1.094